A structure of composition C40H46IN7O7SSr, computed with ωB97M-V/def2-TZVPD.

Structure (ORCA input):
```
! RIJCOSX wB97M-V def2-TZVPD def2/J DEFGRID3
* xyz -2 1
Sr -18.68 11.43 2.63
C -24.69 11.32 4.67
C -24.56 12.30 5.73
C -25.34 12.31 6.91
C -25.06 13.08 8.03
C -23.98 13.95 7.99
C -23.21 14.03 6.84
C -23.50 13.22 5.71
N -22.73 13.31 4.59
C -21.59 12.52 4.36
N -21.37 11.63 5.39
C -20.27 10.82 5.84
C -19.06 10.83 5.18
C -18.02 10.09 5.75
C -18.26 9.16 6.80
C -19.48 9.18 7.42
C -20.54 10.00 6.96
C -21.89 9.91 7.58
N -20.97 12.65 3.25
C -21.48 13.47 2.22
C -22.61 13.08 1.49
C -23.11 13.86 0.47
C -22.56 15.10 0.17
C -21.41 15.49 0.88
C -20.88 14.69 1.90
C -19.63 15.13 2.64
H -25.65 10.83 4.83
H -23.88 10.61 4.64
H -24.78 11.74 3.69
H -26.08 11.56 7.07
H -25.71 13.00 8.89
H -23.67 14.55 8.85
H -22.40 14.72 6.71
H -23.13 13.61 3.69
H -22.12 11.52 6.06
H -17.03 10.07 5.34
H -17.38 8.66 7.29
H -19.64 8.63 8.37
H -21.93 9.23 8.42
H -22.60 9.47 6.81
H -22.29 10.92 7.94
H -23.03 12.13 1.73
H -23.99 13.46 -0.05
H -23.09 15.71 -0.52
H -20.83 16.35 0.64
H -20.02 15.68 3.51
H -19.02 15.79 2.03
H -19.04 14.29 3.03
C -17.43 11.27 9.38
O -16.19 11.24 8.83
C -15.93 11.73 7.56
O -14.91 11.47 7.00
N -16.97 12.49 7.13
N -16.99 13.08 5.84
H -17.47 10.42 10.08
H -18.17 11.01 8.67
H -17.64 12.24 9.88
H -17.89 12.58 7.58
H -16.07 13.04 5.43
H -17.51 12.46 5.27
O -14.98 13.91 1.81
C -15.96 13.17 1.84
O -16.44 12.63 2.94
C -16.77 12.80 0.39
O -16.18 12.90 -0.72
O -17.99 12.65 0.59
I -21.85 7.81 3.10
C -21.26 9.84 2.14
H -22.20 10.34 2.51
H -21.54 9.63 1.08
N -18.95 5.68 2.88
C -18.39 6.83 2.34
C -17.54 7.58 3.14
C -17.07 8.80 2.58
N -17.39 9.25 1.36
C -18.25 8.52 0.65
C -18.77 7.30 1.08
H -18.82 5.56 3.89
H -19.92 5.64 2.61
H -17.36 7.31 4.17
H -16.36 9.44 3.11
H -18.57 8.95 -0.31
H -19.42 6.69 0.47
C -11.70 10.97 6.47
C -11.87 11.04 4.95
C -11.75 12.23 4.24
C -11.67 12.23 2.81
C -11.97 11.08 2.07
C -12.34 9.97 2.78
C -12.30 9.92 4.21
S -11.66 11.21 0.35
C -13.41 11.49 -0.09
O -11.27 9.91 -0.21
H -12.27 10.15 6.85
H -11.95 11.95 6.88
H -10.65 10.72 6.72
H -11.51 13.12 4.76
H -11.52 13.18 2.31
H -12.62 9.05 2.30
H -12.56 9.02 4.69
H -13.96 10.63 0.26
H -13.57 11.74 -1.15
H -13.84 12.35 0.51
*
```

Summary:
E_tot (a.u.): -3188.4656

Mulliken atomic charge list, values in e, 6 entries: Sr 1.121; C -1.282; C 1.599; C -0.815; C -0.634; C -0.583

***

A cluster of 2 separate species, C4H12 in total, computed with ωB97M-V/def2-TZVPD.

Structure (ORCA input):
```
! RIJCOSX wB97M-V def2-TZVPD def2/J DEFGRID3
* xyz 0 1
C 0.99 2.28 0.50
C -0.16 2.64 -0.40
H 0.86 2.70 1.51
H 1.02 1.20 0.63
H 2.00 2.66 0.33
H 0.22 2.85 -1.41
H -0.75 3.56 -0.22
H -0.96 1.92 -0.51
C -0.92 -3.01 -0.05
C 0.18 -1.92 -0.09
H -1.15 -3.38 -1.05
H -0.75 -3.83 0.65
H -1.85 -2.53 0.26
H 1.10 -2.45 0.19
H -0.09 -1.22 0.71
H 0.27 -1.48 -1.06
*
```

Summary:
Energy relative to the best compared isomer or geometry (same formula, charge and spin) (eV): 0.5395
SMILES string: CC.CC
E_tot (a.u.): -159.5651

Mulliken atomic charge list, values in e, 6 entries: C -0.642; C -0.856; H 0.250; H 0.084; H 0.322; H 0.255

***

A structure of composition C29H45N6O6P2STi, computed with ωB97M-V/def2-TZVPD.

Structure (ORCA input):
```
! RIJCOSX wB97M-V def2-TZVPD def2/J DEFGRID3
* xyz 1 3
Ti 0.94 0.45 0.08
N 2.56 -0.60 4.06
C 2.31 -0.23 2.76
S 1.22 1.10 2.51
N 2.88 -0.90 1.82
N 2.55 -0.53 0.54
C 3.39 -0.93 -0.42
C 4.63 -1.69 -0.12
C 4.55 -2.97 0.41
C 5.70 -3.67 0.73
C 6.95 -3.08 0.53
C 7.03 -1.80 0.00
C 5.88 -1.11 -0.33
C 3.03 -0.51 -1.72
C 3.79 -0.75 -2.88
C 3.40 -0.20 -4.08
C 2.23 0.58 -4.11
C 1.50 0.73 -2.96
N 1.85 0.20 -1.78
H 2.49 0.13 4.74
H 3.34 -1.23 4.18
H 3.58 -3.42 0.57
H 5.64 -4.67 1.14
H 7.85 -3.62 0.80
H 8.00 -1.34 -0.14
H 5.94 -0.11 -0.73
H 4.68 -1.36 -2.81
H 3.98 -0.36 -4.97
H 1.91 1.05 -5.03
H 0.58 1.30 -2.97
C -3.22 -4.25 1.57
C -1.99 -3.39 1.42
C -0.75 -3.98 2.07
O -2.29 -2.11 2.07
P -1.70 -0.77 1.47
O -0.37 -0.97 0.84
C -2.92 -0.21 0.24
P -2.18 0.99 -0.89
O -0.75 0.68 -1.15
O -3.06 1.03 -2.19
C -3.23 -0.03 -3.19
C -4.27 0.49 -4.16
C -1.92 -0.37 -3.88
O -2.41 2.38 -0.20
C -2.55 3.69 -0.85
C -1.66 3.84 -2.07
C -4.02 3.95 -1.14
O -1.83 0.31 2.58
C -2.16 0.18 4.01
C -3.65 -0.05 4.18
C -1.33 -0.88 4.71
H -3.06 -5.21 1.08
H -4.09 -3.77 1.12
H -3.44 -4.43 2.62
H -1.79 -3.20 0.36
H -0.93 -4.18 3.12
H 0.09 -3.29 1.97
H -0.49 -4.92 1.58
H -3.80 0.21 0.73
H -3.22 -1.08 -0.35
H -3.62 -0.91 -2.67
H -3.88 1.38 -4.67
H -5.18 0.77 -3.64
H -4.50 -0.27 -4.90
H -1.55 0.50 -4.43
H -2.08 -1.18 -4.58
H -1.16 -0.67 -3.16
H -2.21 4.38 -0.08
H -2.07 3.27 -2.91
H -0.65 3.49 -1.87
H -1.61 4.89 -2.36
H -4.39 3.22 -1.86
H -4.14 4.95 -1.54
H -4.60 3.87 -0.22
H -1.89 1.17 4.39
H -3.94 -1.00 3.74
H -4.23 0.75 3.72
H -3.89 -0.07 5.24
H -1.67 -1.88 4.43
H -1.43 -0.76 5.79
H -0.28 -0.77 4.45
N 0.52 3.24 0.45
C 0.98 4.50 0.35
C 2.15 4.45 -0.37
C 2.35 3.10 -0.65
N 1.37 2.36 -0.14
H -0.18 2.90 1.08
H 0.45 5.33 0.79
H 2.78 5.28 -0.65
H 3.16 2.63 -1.18
*
```

Summary:
Energy relative to the best compared isomer or geometry (same formula, charge and spin) (eV): 1.1693
E_tot (a.u.): -3842.5190

Mulliken atomic charge list, values in e, 6 entries: Ti -1.144; N -0.399; C 0.345; S -0.441; N -1.518; N 1.589

***

| no. | strongest force on any atom (hartree/bohr) |
| --- | --- |
| 1 | 0.057 |
| 2 | 0.043 |
| 3 | 0.055 |